Record 1
Density functional theory data (ωB97M-V/def2-TZVPD) for C18H9Co2NO9 as an isolated structure in a non-equilibrium geometry.

```
39
Properties=species:S:1:pos:R:3:forces:R:3
O 2.45398 3.15410 1.99305 -0.422 -0.339 -0.602
C 2.05210 2.92359 -0.87699 0.100 -0.050 -1.044
H -1.99238 4.90206 0.44690 0.132 -0.419 -0.019
N -0.03482 -3.15723 0.03784 -0.066 -2.197 -0.421
H -1.35272 -1.77783 0.91697 -0.018 -0.600 -0.480
C 0.05940 0.67759 0.14299 -1.714 -2.309 -0.477
O -0.38553 2.13190 -3.57581 0.061 0.420 -0.655
H 0.01136 3.47954 0.16534 -0.408 -0.538 0.159
C 3.14647 0.12362 0.16135 1.894 -1.560 0.072
C 0.34483 -0.62212 0.45522 -2.555 0.155 -1.956
C -3.37078 3.25041 0.35299 -0.243 -0.208 -0.021
C -2.39618 1.06393 0.02045 0.239 0.264 0.114
C 2.04688 2.19556 1.49159 0.326 -0.463 1.613
Co 1.38955 1.37018 -1.34486 0.994 1.320 -2.500
H 0.07007 -2.15238 1.80745 0.353 -0.305 0.729
C -3.51465 1.87542 0.14900 0.149 0.176 -0.006
O 2.32442 -3.69865 0.03831 -2.247 -0.424 0.348
C 2.00419 -0.19203 2.70620 -0.743 -0.065 -0.556
H -1.15060 -6.03649 0.21596 0.310 0.277 -0.087
H -4.26266 3.86116 0.51565 0.269 -0.054 -0.154
C -0.96687 2.98954 0.21455 -0.415 0.606 0.283
O 2.22985 -0.64536 3.74889 0.149 0.136 -0.310
C -1.10483 1.58768 0.12473 0.246 -0.046 -0.009
O 0.73849 -5.25220 -0.33042 -0.555 -0.751 -0.147
O 3.52760 0.39179 -3.09975 0.328 0.052 -0.458
C -2.09106 3.81483 0.34878 -0.020 -0.466 -0.005
C -1.15958 -3.93871 -0.25849 -0.282 2.123 0.178
C 0.27617 1.80944 -2.68432 -0.177 -1.137 1.800
H -2.47077 0.00305 -0.16764 -0.223 -0.134 0.080
H -4.49180 1.41166 0.08698 -0.141 0.132 0.042
Co 1.63615 0.47027 1.04412 3.833 2.675 3.702
C -0.27467 -1.93300 0.81335 0.131 2.171 0.563
C 1.15056 -3.98833 -0.02772 0.390 1.721 -0.335
O 4.23303 -0.24265 -0.03862 -0.771 0.568 -0.184
C -0.69455 -5.33566 -0.50093 0.716 -0.223 -0.140
O -2.30150 -3.50407 -0.29720 0.796 -1.074 -0.021
C 2.68845 0.71180 -2.37253 -0.721 -0.273 0.584
O 2.55937 3.96626 -0.90740 0.173 0.621 0.083
H -0.92694 -5.68865 -1.51600 0.131 0.219 0.240
```
Forces are in eV/Å.

Max |F|   0.116 hartree/bohr
Charge   -2
Orbital gap   3.3 eV

Mulliken atomic charge list, values in e, 5 entries: -0.465, 0.080, 0.336, 0.433, 0.455

Record 2
Density functional theory data (ωB97M-V/def2-TZVPD) for C17H18F3MgNO3STe as an isolated structure.

```
45
Properties=species:S:1:pos:R:3:forces:R:3
H 1.45345 4.96495 -0.65134 0.004 0.000 -0.026
H -3.08231 0.93779 0.33091 0.022 -0.016 0.004
C -3.10519 3.08652 0.19544 -0.088 0.017 0.030
H -0.42722 5.04797 -0.32438 -0.004 0.003 -0.001
H -6.27398 2.54227 0.60135 0.003 -0.011 0.005
C 4.30465 -0.03588 0.48373 0.011 0.013 0.114
H -1.42255 -4.82514 -0.99892 0.013 0.004 -0.002
F 5.02691 -4.52967 -1.22222 0.026 0.006 -0.105
H 6.36506 -2.67304 0.35899 -0.007 -0.011 0.002
C -0.33494 2.88455 -0.22986 0.051 0.020 0.023
F 5.04390 -4.77308 0.91921 0.062 -0.024 0.078
C -0.99671 4.14244 -0.17887 -0.032 0.009 0.024
H -2.83130 5.22108 0.04170 -0.005 0.003 -0.004
C -2.51812 1.84628 0.18360 0.021 0.057 0.001
H -3.12057 -4.71242 -1.50513 -0.001 -0.024 0.001
O 1.65584 1.72669 -0.78193 0.084 -0.034 0.235
H -4.61933 -1.42487 0.80748 0.007 0.019 -0.006
H -2.70815 -5.10683 0.18919 -0.009 -0.020 -0.007
H 2.45395 4.04566 0.46469 0.005 0.002 -0.005
C 5.45438 -2.08802 0.32356 0.047 0.021 0.038
C -5.26084 2.15954 0.52061 -0.004 0.013 0.019
Te -2.36755 -2.46273 -0.21144 0.132 0.076 0.019
O -4.42501 3.29709 0.37568 0.033 0.000 -0.038
C 5.50438 -0.71618 0.51284 -0.055 0.012 -0.001
N 3.14208 -0.64163 0.26678 0.012 -0.003 -0.139
H -5.06206 -2.51515 -0.52330 -0.013 -0.006 0.005
O -0.63162 0.51238 0.04075 0.057 0.037 0.051
C 1.06485 2.80472 -0.51847 -0.134 -0.023 -0.182
C 3.07106 -1.97394 0.01230 -0.242 -0.084 -0.056
H -5.00665 1.60210 1.42520 -0.004 -0.010 -0.012
S 1.46849 -2.51681 -0.42323 0.220 0.052 0.002
C -1.12218 1.70127 -0.01282 -0.014 -0.048 0.004
H -5.18395 1.50336 -0.34896 -0.006 -0.001 0.003
C -2.33559 4.26165 0.02066 0.068 -0.043 0.003
H 2.72566 3.88876 -1.26978 0.002 -0.015 0.001
C 4.25234 -2.73147 0.08477 0.011 -0.063 0.028
H -4.61763 -3.17302 1.07552 -0.026 0.005 0.004
C 1.95863 4.01701 -0.50920 -0.015 0.042 -0.015
H 4.25089 1.03433 0.64338 0.018 0.005 -0.024
C -2.42425 -4.53454 -0.69003 -0.026 -0.043 -0.009
C -4.42232 -2.39069 0.34619 -0.067 -0.022 0.003
F 3.18087 -4.85900 -0.15629 -0.090 -0.027 0.013
Mg 1.14376 -0.12138 -0.25496 -0.062 0.056 -0.072
H 6.43489 -0.19754 0.68532 0.007 -0.004 0.007
C 4.34400 -4.22537 -0.09873 -0.014 0.060 -0.015
```
Forces are in eV/Å.

Max |F|   0.005 hartree/bohr
Charge   0
Orbital gap   7.5 eV

Mulliken atomic charge list, values in e, 5 entries: 0.415, 0.278, 1.041, 0.156, 0.280

Record 3
Density functional theory data (ωB97M-V/def2-TZVPD) for a 9-piece molecular cluster, C11H37F3N14O10 overall in a non-equilibrium geometry.

```
75
Properties=species:S:1:pos:R:3:forces:R:3
O -2.91985 0.10561 -4.93525 -0.187 -0.299 1.571
N 0.44658 -0.35323 5.55322 0.706 0.671 -1.485
N 4.00777 3.80234 3.39430 1.327 -2.634 0.314
H 4.86341 2.08039 -6.15811 -0.517 0.190 -0.083
H 1.16486 0.68456 -6.20493 0.026 0.366 -0.232
H 1.43767 6.09389 -2.36722 -0.526 -0.169 0.136
O 4.85927 -1.39171 2.02860 0.469 -2.227 0.649
O 1.09767 0.47591 7.61234 -0.202 -0.329 -0.751
H 4.67212 4.19548 4.04560 -0.443 -0.048 -0.241
H -4.86596 0.43141 -7.21385 0.020 -0.243 0.284
H -3.59822 -0.69062 -7.06586 0.035 0.510 -0.206
H 1.71759 8.05840 -4.95043 0.256 -0.175 0.196
O 2.30038 -4.16654 -2.98303 1.049 0.695 0.570
C -5.17224 -2.38489 5.04947 1.573 -0.844 0.211
H 2.29489 6.65449 -4.09775 -0.370 0.261 -0.314
H -5.98590 0.51314 -5.46174 0.155 -0.220 0.912
N 0.03771 -4.32881 -2.99032 -2.539 0.847 1.928
C 2.89366 1.63958 -5.93458 -0.684 3.264 1.229
N -0.35796 -1.21240 7.42323 -0.964 -1.260 1.721
N 5.17345 -3.64968 2.01761 -0.810 -3.189 -2.376
C 3.02039 4.42886 2.77058 -0.157 -1.740 -1.321
N -4.30696 -0.14290 -6.59919 0.996 -2.912 -8.939
F -5.18673 -4.65143 2.27163 -0.525 -1.039 -0.398
N 4.01565 1.71100 -6.56424 5.213 -0.138 -2.407
C -4.07252 0.14382 -5.37953 8.872 -1.394 -2.528
H -5.77767 -3.09929 7.09663 0.378 -0.155 -0.032
H 3.56873 6.14269 3.67976 -0.491 0.083 -0.194
N 1.64162 7.42135 -4.17037 1.851 1.566 -2.449
H -4.97532 0.62252 -3.93777 -1.683 0.736 0.431
H -4.37945 -4.06608 6.25330 0.903 1.118 0.949
H 4.06500 2.82248 3.15618 0.391 0.141 0.283
H 0.30435 0.26801 -1.68662 -0.405 -0.235 -1.235
N 2.02376 0.98627 -6.64239 -4.116 -2.943 -1.416
H -0.65666 -4.38435 -3.72166 -0.792 0.107 1.402
H 2.13804 6.11648 2.61734 0.394 0.430 0.338
H 2.25112 0.54379 -7.52138 0.021 -0.088 0.499
C -5.33896 -3.38997 1.93512 2.039 2.092 0.597
H 6.47070 -3.34862 3.91378 -0.169 0.383 0.273
H -4.57919 -1.47385 2.69582 -0.686 0.386 -0.042
H -0.14526 -3.94901 -2.07251 -0.177 -0.221 -0.283
C -5.26394 -3.43178 6.19461 -0.373 -0.972 -2.325
O 2.26843 3.96158 1.92488 -0.302 -1.425 -0.396
H -5.77992 -4.25524 5.70087 -1.274 -0.001 0.288
H 0.89485 0.37029 5.00945 0.014 -0.137 0.466
N 2.91190 5.66259 3.08128 -0.790 5.059 1.095
H 0.80760 1.08025 -0.51838 0.219 0.744 1.280
N -5.13665 0.44638 -4.91912 -8.097 3.795 8.541
F -5.24108 -3.24742 0.57220 -0.167 -0.368 1.039
H 1.84838 -4.57218 -5.39952 0.037 -0.136 0.176
C 0.45093 -0.30732 6.91273 0.906 1.418 -0.715
C -4.23542 -2.50693 2.74747 3.231 1.053 -2.715
H 5.54266 -4.43531 2.53389 -0.425 -0.071 -0.696
O 2.64588 2.37048 -4.99418 -0.552 -0.602 2.106
C 5.31493 -2.47106 2.50848 -0.954 5.343 -0.317
H -0.37096 -1.14611 8.43097 -0.517 -0.631 -0.213
H 4.73625 -3.70756 1.10898 0.163 -0.509 0.219
H 5.85304 -1.77817 4.31607 0.275 -0.104 -0.240
H 0.19267 -4.40631 -5.22862 0.292 -0.199 -0.095
H -6.15827 -2.23866 4.60849 0.117 0.228 -0.055
N 6.04530 -2.48181 3.61748 1.361 0.423 2.447
N 0.53260 6.42108 -2.67367 -0.999 -3.305 3.280
H 0.48931 -0.52381 -0.37259 -0.321 -0.612 1.238
F -6.60642 -2.98686 2.25615 0.121 -0.409 -0.118
O -4.19307 -2.89279 4.08519 -1.048 -0.768 1.625
O 0.84438 0.19839 -0.89597 0.428 0.085 -1.094
C 1.23670 -4.29385 -3.53833 1.027 -0.498 2.220
H -0.27236 6.28109 -2.07992 0.384 0.054 0.124
H -0.92458 -1.82755 6.85699 0.016 0.132 0.522
C 0.48542 7.43234 -3.50040 1.364 -0.070 -0.079
N 1.05934 -4.65738 -4.77481 1.020 -0.583 -5.854
O -0.40346 8.21630 -3.56053 -1.958 1.809 -0.886
H -4.74660 -1.47754 5.47801 -0.274 0.478 -0.269
H -0.10303 -1.00313 5.00948 -0.050 0.091 0.361
O -2.89618 -2.51160 2.18925 -3.648 -0.592 1.093
H 4.02366 1.46046 -7.54264 0.542 -0.067 0.386
```
Forces are in eV/Å.

Max |F|   0.240 hartree/bohr
Charge   0
Orbital gap   3.4 eV

Mulliken atomic charge list, values in e, 5 entries: -0.700, -0.357, -0.387, 0.209, 0.212

Record 4
Density functional theory data (ωB97M-V/def2-TZVPD) for a 2-piece molecular cluster, C2H9N2S overall in a non-equilibrium geometry.

```
14
Properties=species:S:1:pos:R:3:forces:R:3
C 0.69597 -0.76525 -0.36653 0.874 -0.500 2.346
H -1.99709 1.69826 -0.06236 -2.211 0.264 0.123
H 1.25614 -2.42169 0.87612 -2.043 1.735 -0.390
H -1.40571 -0.65075 -0.91485 -1.389 -0.889 0.199
H -0.35094 0.48780 -1.74751 0.114 1.038 -0.532
C -0.49921 -0.13495 -0.90665 0.211 1.264 1.487
S 1.70474 0.71901 0.52621 -0.338 -1.569 -0.777
N -1.27879 1.32707 0.48973 3.356 -0.753 -3.261
H -1.27410 1.13377 1.43837 -1.650 -1.316 2.233
H -0.18037 -1.52014 1.25418 -2.517 0.754 3.585
H 2.28177 1.15219 -0.57610 0.399 0.421 -0.487
H -0.60454 2.07133 0.55256 0.947 0.370 -0.889
H 1.21932 -1.31113 -1.16813 0.332 1.071 -0.191
N 0.43281 -1.78552 0.60497 3.916 -1.890 -3.447
```
Forces are in eV/Å.

Max |F|   0.108 hartree/bohr
Charge   +1
Orbital gap   7.9 eV

Mulliken atomic charge list, values in e, 5 entries: 0.088, 0.313, 0.252, 0.412, 0.335

Record 5
Density functional theory data (ωB97M-V/def2-TZVPD) for one molecule with the formula C3H9N in a non-equilibrium geometry.

```
13
Properties=species:S:1:pos:R:3:forces:R:3
H -1.12988 -1.93297 -0.47629 0.353 1.637 1.696
C 1.19635 -0.08840 -0.89448 -2.108 2.649 -0.369
H 0.34173 0.83572 1.57175 -0.620 0.773 -1.894
H 1.19460 -0.84718 -1.66197 0.057 -0.055 -0.250
H 1.87546 -0.29996 -0.13171 1.154 -0.720 1.333
C -0.78838 -1.14342 0.32967 -0.115 -1.328 1.188
H -0.90672 0.34115 -1.10590 -0.079 0.880 -0.041
H 1.48312 0.94016 -1.25147 -0.033 -1.188 -0.225
H -1.63402 -0.79897 1.10203 1.576 -1.371 -1.785
H -1.10416 1.37627 1.15378 0.487 -0.074 -0.858
C -0.23327 0.14258 -0.27719 0.611 -1.314 -0.420
H 0.09005 -1.64517 0.90810 -1.691 0.667 -0.605
N -0.17977 1.22378 0.70624 0.409 -0.556 2.230
```
Forces are in eV/Å.

Max |F|   0.066 hartree/bohr
Charge   0
Orbital gap   10.6 eV

Mulliken atomic charge list, values in e, 5 entries: 0.298, -1.297, 0.295, 0.368, 0.365

Question: Look up the max |F| of the first one.
Answer: 0.116 hartree/bohr

Question: The highest charge belongs to which entry?
Answer: C2H9N2S